# 1
165
Properties=species:S:1:pos:R:3:forces:R:3:mulliken_charge:R:1 method="wB97M-V/def2-TZVPD" charge=0 mol_weight_da=995.24 smiles=ClC(Cl)(Cl)Cl.c1cc[nH]c1.c1cc[nH]c1.c1cc[nH]c1.c1cc[nH]c1.c1cc[nH]c1.CCN(CC)CC.CCN(CC)CC.CCN(CC)CC.CCN(CC)CC.CCN(CC)CC total_energy_ev=-119493.4678
C -3.63005 0.04141 2.61664 0.07 -0.36 0.88 -1.371
C -5.06784 -0.50924 2.67163 0.23 0.42 -0.96 0.003
N -5.26640 -1.77036 3.35153 -2.34 0.70 2.44 -0.076
C -4.47056 -2.86146 2.91455 0.46 -1.06 0.48 0.147
C -4.72074 -4.20174 3.72056 -0.61 0.14 -1.06 -1.446
C -6.74325 -2.05499 3.38928 0.04 -0.38 -0.77 -0.686
C -7.45126 -2.49170 2.04069 -0.07 0.47 0.61 -0.960
H -2.94214 -0.53344 1.99661 -0.20 0.01 -0.24 0.074
H -3.18905 0.01945 3.61320 -0.06 -0.32 0.30 0.492
H -3.54198 1.10294 2.38532 -0.47 -0.07 -0.57 0.451
H -5.73079 0.24850 3.08928 0.13 -0.05 0.54 0.336
H -5.48765 -0.62549 1.67245 0.38 0.25 -0.59 0.064
H -4.67980 -2.86012 1.84483 0.53 -1.36 -0.60 -0.012
H -3.42130 -2.62105 3.08592 0.08 0.19 -0.28 0.326
H -4.55106 -4.13357 4.79511 -0.15 0.55 -0.06 0.328
H -5.72457 -4.58296 3.53321 -0.35 0.35 0.31 0.313
H -4.16286 -5.08912 3.42150 0.74 0.46 -0.49 0.399
H -7.25550 -1.16558 3.75623 0.22 0.16 -0.07 0.425
H -6.97802 -2.82531 4.12384 0.36 -0.05 0.05 0.415
H -7.22437 -3.51186 1.73100 0.54 0.18 -0.24 0.229
H -7.35088 -1.74659 1.25149 0.63 -0.24 -0.23 0.249
H -8.53802 -2.51430 2.12163 -0.15 0.04 0.73 0.434
C 2.99013 -0.79201 -3.40553 0.34 -0.03 -0.89 -0.639
C 3.65402 -2.07525 -2.89072 -1.16 0.27 0.69 -0.876
N 2.83847 -2.65499 -1.78873 -0.30 -0.17 -1.20 0.408
C 3.64170 -3.55050 -0.91596 -1.99 0.77 2.09 -0.541
C 2.79969 -3.70864 0.38613 -0.17 0.28 1.31 -0.873
C 1.43404 -3.16211 -2.22936 2.90 -0.89 -0.66 -0.158
C 1.59178 -4.35417 -3.23106 -0.55 -0.78 0.71 -1.406
H 3.64449 -0.25316 -4.09077 0.46 0.05 0.21 0.516
H 2.68196 -0.09082 -2.62999 0.03 -0.20 0.04 -0.133
H 2.15677 -0.98325 -4.08158 -0.41 -0.26 0.39 0.294
H 3.79435 -2.77980 -3.71049 0.12 -0.12 -0.16 0.273
H 4.62748 -1.85446 -2.45286 0.05 0.05 -0.09 0.443
H 4.00502 -4.54975 -1.15595 -0.35 -0.14 -1.16 0.257
H 4.53619 -2.99921 -0.62604 -0.02 0.20 -0.14 0.399
H 2.33054 -2.79548 0.75239 0.26 0.69 -0.59 0.069
H 1.92788 -4.36020 0.44547 0.22 -0.64 -0.87 0.114
H 3.35375 -3.96611 1.28881 0.64 -0.41 -0.28 0.548
H 0.85679 -2.39159 -2.74042 0.31 0.39 0.29 0.099
H 0.95762 -3.39706 -1.27755 -0.27 -0.42 -0.36 0.384
H 1.85937 -4.15631 -4.26902 -0.13 0.79 0.11 0.411
H 0.69370 -4.97131 -3.25721 -0.44 0.31 -0.09 -0.050
H 2.32089 -5.10874 -2.93591 0.41 0.28 0.53 0.264
C 0.03879 -7.23488 -0.91034 0.12 -0.77 -0.42 -1.285
C -0.91676 -7.51425 -2.13213 0.90 1.45 2.25 -0.752
N -1.39585 -6.23809 -2.62252 0.42 -0.51 -1.86 1.062
C -2.11390 -6.59317 -3.85384 0.10 0.80 -1.92 -0.767
C -1.24042 -7.05444 -5.10549 -0.29 0.19 1.31 -1.274
C -2.20167 -5.49063 -1.65476 0.49 0.41 -0.46 -0.658
C -2.45337 -4.07032 -2.17105 -1.22 -0.11 -0.59 -0.709
H -0.27045 -6.78610 0.03362 -1.16 -0.42 -0.11 0.337
H 0.79513 -6.49353 -1.16812 0.34 -0.37 -0.71 0.177
H 0.48983 -8.19546 -0.66147 0.39 0.15 0.15 0.452
H -0.34085 -8.05666 -2.88194 0.07 0.34 -0.04 0.370
H -1.78015 -8.14134 -1.90984 -0.14 -0.41 0.55 0.472
H -2.87493 -7.36022 -3.71037 -0.07 -0.54 0.46 0.388
H -2.71461 -5.78449 -4.27009 0.22 0.49 0.44 0.354
H -0.86416 -8.06411 -4.94083 0.02 -0.01 -0.24 0.330
H -1.84937 -7.03315 -6.00928 -0.20 -0.19 0.16 0.430
H -0.39192 -6.40390 -5.31749 0.02 0.14 0.35 0.211
H -1.66993 -5.36957 -0.71099 0.07 -0.50 -0.05 0.250
H -3.08152 -6.11666 -1.50626 -0.72 0.48 0.47 0.263
H -3.02133 -4.15249 -3.09776 0.34 0.18 -0.35 0.355
H -1.55794 -3.47257 -2.34135 0.22 -0.40 -0.05 -0.096
H -3.13157 -3.43478 -1.60161 0.08 -0.32 0.71 0.239
C 3.27411 2.80709 -3.52101 0.78 -1.45 0.38 -0.897
C 3.58064 4.25678 -3.62180 -0.92 -0.27 -0.73 -0.988
N 2.35096 5.00620 -3.28992 1.71 2.41 0.56 0.349
C 2.29095 5.13491 -1.81709 -0.53 -2.67 0.38 -0.204
C 0.95352 5.55178 -1.26565 -0.18 1.07 0.40 -1.187
C 2.69900 6.38176 -3.71169 -0.63 1.08 -0.27 -0.448
C 2.41146 6.69841 -5.15593 0.22 0.15 -0.33 -1.356
H 3.21257 2.44131 -2.49606 -0.45 0.04 0.13 0.014
H 4.06127 2.18169 -3.94212 0.18 0.11 -0.21 0.509
H 2.36588 2.58599 -4.08167 0.03 -0.04 0.19 0.337
H 4.41199 4.66514 -3.04718 0.28 -0.39 0.27 0.413
H 3.81617 4.39717 -4.67674 -0.04 0.52 -0.04 0.489
H 3.16944 5.58815 -1.35781 0.06 0.68 -0.19 0.562
H 2.35886 4.10586 -1.46423 0.27 -0.35 0.13 -0.273
H 0.84828 5.31312 -0.20732 0.28 -0.29 0.06 0.321
H 0.12765 5.04396 -1.76380 -0.01 0.26 -0.11 0.205
H 0.82067 6.63364 -1.26973 -0.32 0.08 -0.43 0.449
H 2.20224 7.10781 -3.06811 -0.64 -0.10 -0.12 0.441
H 3.73368 6.66491 -3.51844 0.58 -0.59 0.18 0.323
H 2.67879 7.73006 -5.38465 -0.46 0.31 0.28 0.436
H 3.08477 6.18905 -5.84535 -0.29 -0.64 0.01 0.332
H 1.36189 6.49551 -5.36887 0.12 0.08 -0.34 0.233
C 3.17053 3.94855 6.88817 -0.14 0.21 0.99 -1.072
C 1.78446 3.93476 6.22888 1.15 0.26 -0.04 -0.714
N 1.29167 2.61091 5.92345 -1.24 -1.51 -0.29 0.071
C 1.02707 1.78164 7.15442 -0.02 1.59 -0.21 -0.520
C 0.17911 0.54641 6.91118 0.75 0.80 0.06 -1.220
C 1.97317 1.86076 4.80107 0.42 3.31 -0.11 -0.551
C 2.11856 2.82862 3.52598 -0.21 -0.66 0.44 -0.755
H 3.06909 3.66198 7.93492 0.00 -0.10 0.16 0.322
H 3.55553 4.96762 6.92530 0.22 0.01 -0.22 0.398
H 3.92101 3.26361 6.49353 -0.12 0.14 -0.49 0.227
H 1.11208 4.51375 6.86195 -0.38 -0.58 0.46 0.442
H 1.83868 4.63363 5.39417 -0.11 -0.68 -0.74 0.337
H 1.90390 1.58756 7.77217 0.58 -0.34 -0.27 0.380
H 0.44301 2.43078 7.80679 -0.15 0.31 -0.06 0.483
H -0.48222 0.91418 6.12666 -0.29 -0.92 -0.18 0.247
H 0.83594 -0.29089 6.67537 -0.48 -0.16 -0.49 0.248
H -0.37165 0.32006 7.82415 -0.08 -0.12 -0.15 0.429
H 1.43701 0.97665 4.45616 -0.03 0.04 0.54 0.455
H 2.97094 1.65652 5.18945 0.28 -0.77 -0.50 0.268
H 2.82106 3.66097 3.56829 0.33 -0.21 0.67 0.355
H 1.18231 3.32336 3.26760 -0.38 -0.27 0.25 0.439
H 2.41571 2.27313 2.63647 0.00 -0.28 0.21 -0.220
C 6.12151 3.81191 0.82571 1.51 -0.02 -0.19 0.134
Cl 4.69490 2.99429 0.23378 0.11 -0.18 0.30 0.115
Cl 7.66671 2.89277 0.49643 -0.90 -0.27 0.21 -0.125
Cl 6.36130 5.29312 -0.10560 -0.44 0.44 0.25 -0.121
Cl 6.08136 4.10967 2.57880 -0.36 0.04 -0.55 -0.087
N 1.23535 -0.49653 -0.43926 1.05 -0.37 -1.36 1.577
C 1.80437 0.67745 -0.05269 -1.12 -0.37 0.78 -1.086
C 0.77635 1.36293 0.55344 -0.96 0.91 0.25 -0.589
C -0.45883 0.62151 0.40351 1.43 0.40 0.18 -0.366
C -0.09637 -0.51572 -0.27609 -0.81 -0.22 0.70 -0.991
H 1.81200 -1.20844 -0.86443 0.07 -0.57 -0.38 -0.573
H 2.86613 0.81202 -0.19736 -0.13 0.20 0.21 0.709
H 0.82140 2.31140 1.06799 0.20 0.01 -0.14 0.184
H -1.41203 0.85553 0.85414 0.02 0.12 -0.27 0.340
H -0.71158 -1.33348 -0.62133 0.17 -0.12 0.09 0.653
N -4.26376 0.58611 -2.05601 0.93 0.11 -0.53 0.554
C -5.40679 0.24277 -2.74405 0.20 -0.39 1.70 -0.732
C -5.92425 -0.78649 -1.99286 -0.41 -1.11 0.59 -1.119
C -5.06422 -1.11083 -0.86892 -0.77 0.61 -1.73 0.030
C -3.99790 -0.26521 -1.01307 -0.05 0.45 0.01 -0.269
H -3.59192 1.28795 -2.33199 -0.21 -0.14 -0.18 -0.190
H -5.79708 0.82184 -3.56792 0.16 -0.17 0.07 0.421
H -6.78786 -1.41297 -2.16048 -0.27 0.45 -0.33 0.424
H -5.36611 -1.82395 -0.11610 0.60 -0.07 -0.13 0.439
H -3.02596 -0.20057 -0.54663 -0.24 0.12 0.33 0.239
N -0.02798 2.84658 -3.35493 -0.93 -0.71 0.16 1.132
C -0.32314 1.56889 -2.92736 1.23 0.18 0.46 -1.040
C -1.41041 1.07423 -3.60784 0.36 1.02 0.23 -0.723
C -1.85085 2.16586 -4.43104 -0.16 -0.03 -0.18 -1.234
C -0.97680 3.21135 -4.24767 -0.42 0.35 -0.15 -0.667
H 0.65076 3.50745 -3.00470 0.19 -0.29 -0.03 -0.018
H 0.30193 1.15265 -2.15120 -0.08 -0.25 -0.18 0.887
H -1.80130 0.07843 -3.45957 -0.16 0.14 -0.20 0.951
H -2.72946 2.23181 -5.05562 0.09 -0.22 -0.07 0.496
H -0.99422 4.23425 -4.59374 -0.09 -0.17 -0.24 0.441
N -2.47382 3.36586 -1.11025 -0.43 1.82 0.18 0.986
C -3.47628 4.11233 -1.73715 -0.36 -1.47 -0.02 -0.402
C -3.77184 5.21524 -0.96041 -0.65 -0.59 -2.57 -0.710
C -2.84863 5.23491 0.02873 2.06 0.28 2.46 -0.672
C -2.04440 4.10301 -0.03639 -0.40 0.40 0.01 -0.798
H -1.95527 2.55473 -1.41566 -0.24 -0.02 -0.44 -0.155
H -3.97905 3.70397 -2.60136 0.07 0.11 0.00 0.401
H -4.48053 6.00395 -1.16559 -0.08 -0.26 -0.12 0.401
H -2.76788 6.09855 0.67215 0.30 -0.36 0.46 0.401
H -1.18835 3.78031 0.53760 -0.16 0.08 0.05 0.509
N 5.74717 -0.39970 4.33935 -0.96 -0.95 0.16 0.080
C 4.79335 -1.40208 4.53920 0.27 0.75 -1.00 -0.615
C 3.82012 -1.26076 3.53436 1.14 0.40 1.55 -0.928
C 4.12288 -0.07084 2.79489 1.61 -0.87 1.08 0.628
C 5.37755 0.37442 3.29846 -1.88 0.55 -1.05 -1.039
H 6.61571 -0.27618 4.83984 -0.36 -0.15 0.00 0.212
H 4.90600 -2.04551 5.39926 -0.14 -0.22 -0.32 0.420
H 2.98671 -1.94110 3.43966 -0.11 0.27 -0.10 0.492
H 3.44274 0.31650 2.05072 0.52 0.24 -0.12 0.548
H 5.96520 1.25128 3.07006 -0.11 -0.09 -0.22 0.251

# 2
123
Properties=species:S:1:pos:R:3:forces:R:3:mulliken_charge:R:1 method="wB97M-V/def2-TZVPD" charge=0 mol_weight_da=1205.61 total_energy_ev=-251150.1687
C 4.09134 1.20089 3.11969 -0.23 0.64 -0.18 -1.695
C 3.84851 1.31266 1.58177 0.80 -0.55 1.07 0.881
N 5.20174 1.35241 0.93211 -1.59 0.03 -2.61 0.550
C 5.43600 0.34997 -0.11075 1.70 -1.40 1.91 0.018
C 5.96932 -0.98400 0.55670 0.72 1.91 -1.45 -1.029
C 5.57901 2.65138 0.45232 0.85 1.94 1.06 -0.210
S 6.59483 3.53418 1.37313 -0.67 -0.43 -0.47 -0.064
S 4.99442 3.32404 -1.11925 -0.31 -1.15 -0.45 -0.130
C 4.49712 5.08256 -0.82888 0.37 0.15 1.16 -0.619
C 3.52366 5.06758 0.34303 -0.73 0.00 -0.35 0.921
C 2.42835 6.11617 0.19458 0.37 0.45 0.36 -0.871
O 1.30203 5.66808 1.01837 -1.78 -0.42 -0.66 -0.210
S 0.29028 4.85977 0.00584 0.78 0.18 -0.16 0.487
O 0.58100 3.43505 0.25763 -0.43 0.21 -0.07 -0.517
O -1.18099 5.22671 0.59245 1.42 -0.42 0.55 -0.291
C -1.44529 4.57864 1.83860 -0.99 -0.25 0.71 -0.768
C -2.62608 3.59250 1.63735 -0.05 0.88 0.18 -0.232
O -2.77988 3.21873 0.25365 -0.99 -0.71 0.05 -0.359
Si -4.34843 2.71718 -0.02129 0.16 0.00 -0.26 0.394
C -5.59516 4.19003 -0.15571 -0.34 -0.92 0.47 -0.993
C -4.52007 1.72376 -1.66911 -0.42 0.44 0.77 -0.676
C -5.00077 1.57610 1.37141 -0.26 0.51 -0.69 -0.354
H 3.80434 0.22414 3.50469 -0.20 0.27 0.09 0.338
H 5.16817 1.28566 3.28689 -0.22 -0.09 -0.17 0.433
H 3.62614 2.04305 3.64417 -0.25 -0.37 -0.09 0.328
H 3.17890 2.15493 1.32935 0.39 -0.02 -0.13 -0.360
H 3.28167 0.35212 1.29778 0.77 0.36 0.64 -0.107
H 4.49722 0.11179 -0.71207 1.70 0.19 -0.65 -0.481
H 6.25067 0.67037 -0.76988 -0.72 0.33 -0.25 0.519
H 6.45032 -0.69338 1.55499 -0.63 -0.01 -2.01 0.341
H 5.17126 -1.67082 0.81385 0.17 -0.07 -0.43 0.158
H 6.77216 -1.43445 -0.04633 -0.58 -0.09 -0.22 0.349
H 4.01905 5.48178 -1.73190 0.17 -0.62 -0.06 0.461
H 5.35500 5.73008 -0.62686 -0.06 -0.27 -0.01 0.365
H 3.02171 4.08654 0.32675 0.06 0.27 0.18 -0.513
H 4.00159 5.19975 1.31665 0.12 0.01 -0.28 0.230
H 2.04545 6.20948 -0.83486 0.43 0.01 0.12 0.542
H 2.83893 7.10315 0.52145 -0.49 -0.74 -0.22 -0.038
H -1.75745 5.34832 2.55618 0.11 -0.15 -0.22 0.478
H -0.57513 4.08214 2.27722 -0.06 0.01 -0.41 0.401
H -2.52755 2.71924 2.28364 0.18 0.00 -0.04 0.099
H -3.54393 4.13360 1.93232 0.22 -0.17 0.14 0.313
H -5.42897 4.92787 0.63736 -0.06 -0.02 -0.31 0.301
H -6.61744 3.72945 0.01314 2.88 3.13 0.20 0.285
H -5.55128 4.64616 -1.15308 -0.09 0.06 0.31 0.351
H -3.74957 2.01953 -2.39020 -0.22 -0.19 0.08 0.335
H -4.43220 0.66557 -1.39070 0.16 0.14 -0.38 0.037
H -5.52445 1.86372 -2.14965 0.85 -0.03 0.20 0.250
H -6.12039 1.66515 1.38865 1.20 -0.49 0.58 0.017
H -4.61802 1.83543 2.36391 -0.19 -0.10 -0.12 0.166
H -4.68502 0.54925 1.14009 -0.30 0.14 0.25 0.132
Rb -7.67041 2.19769 -0.33887 -2.40 -2.57 -0.89 1.041
Br 5.61452 -1.72683 3.05818 -0.72 -1.64 3.14 -0.724
O 5.24599 -4.39896 0.50776 -0.12 0.03 -0.17 -0.685
H 4.29877 -4.27410 0.61323 0.00 -0.14 0.16 0.282
H 5.61556 -4.07661 1.34247 0.10 0.22 0.13 0.278
Ca 2.65121 0.04188 -0.67048 -1.10 0.93 0.40 1.626
F -2.37903 -0.62835 3.59847 -0.81 0.66 -0.57 -0.336
P -1.68691 0.20522 4.84930 0.21 -0.48 1.01 1.006
F -0.69912 0.06591 6.15182 0.29 1.01 0.05 -0.323
F -1.08134 1.72612 4.70688 0.53 0.18 -0.86 -0.321
F -3.06871 1.11745 4.84161 -0.56 -0.25 0.34 -0.331
F -0.36863 -0.25051 3.97421 0.69 -0.34 0.21 -0.332
F -2.53357 -0.82264 5.81132 -0.45 -0.62 -0.71 -0.340
O -4.55512 -4.68998 -2.34169 -0.07 0.20 0.04 -0.380
Si -5.25464 -3.49724 -1.44176 -0.22 -0.11 0.25 0.315
C -6.10343 -4.22364 0.06231 0.11 0.00 -0.28 -0.984
C -6.53507 -2.57814 -2.46469 0.19 -0.11 -0.05 -0.935
C -3.97961 -2.26083 -0.85399 0.12 -0.17 -0.27 -0.396
Si -4.99704 -6.06499 -3.16266 -0.15 -0.62 -0.29 0.317
C -3.51858 -6.88725 -3.95073 -0.05 0.50 0.20 -0.649
C -6.22613 -5.64648 -4.51655 0.09 0.22 0.24 -1.018
C -5.79447 -7.29148 -1.99209 0.02 0.41 0.05 -0.933
H -6.94237 -4.85629 -0.23459 -0.01 -0.01 0.06 0.287
H -6.48474 -3.43136 0.71035 0.01 -0.03 0.04 0.384
H -5.40421 -4.83355 0.63737 -0.04 0.02 0.06 0.286
H -6.09167 -2.19932 -3.38841 -0.06 0.02 -0.02 0.301
H -6.93068 -1.73038 -1.89972 -0.03 0.02 0.03 0.272
H -7.36852 -3.23186 -2.72723 -0.02 0.05 -0.02 0.310
H -3.47498 -1.78446 -1.69851 0.03 0.01 0.01 0.328
H -3.22585 -2.74128 -0.22794 -0.01 0.05 0.04 0.351
H -4.46376 -1.48055 -0.26177 0.00 -0.05 0.06 -0.378
H -3.03390 -6.21890 -4.66655 0.05 -0.04 0.00 0.339
H -3.83134 -7.78706 -4.48328 -0.01 -0.02 0.05 0.314
H -2.78368 -7.17784 -3.19958 -0.02 0.00 -0.10 -0.102
H -7.16282 -5.27629 -4.09308 -0.03 -0.01 -0.08 0.295
H -6.45055 -6.53143 -5.11509 0.02 0.00 0.02 0.387
H -5.82267 -4.87646 -5.17837 -0.05 -0.02 -0.05 0.277
H -6.73560 -6.89958 -1.59872 -0.01 -0.06 0.03 0.307
H -5.13338 -7.50301 -1.14952 -0.05 -0.08 0.01 0.295
H -6.00483 -8.22938 -2.50757 0.01 0.00 0.00 0.364
C 5.61535 10.09341 2.17870 0.30 0.40 0.18 -1.374
C 4.25261 10.13737 2.82141 0.68 -0.21 -0.37 0.538
C 3.15716 9.56649 1.97032 -0.26 -0.30 -0.02 -0.125
O 2.00004 10.26382 2.47843 0.15 0.31 0.12 -0.348
C 2.43574 11.45660 2.94718 -0.03 0.03 -0.02 0.583
O 1.72477 12.35921 3.26219 -0.01 0.04 0.01 -0.575
O 3.79248 11.49017 3.00754 -0.41 -0.08 0.12 -0.369
H 6.35896 10.55287 2.83414 -0.04 -0.05 0.05 0.386
H 5.91094 9.06464 1.97570 -0.17 -0.02 -0.09 0.321
H 5.62456 10.65460 1.24396 -0.12 -0.13 -0.06 0.322
H 4.28491 9.65849 3.80575 -0.11 0.02 -0.01 0.225
H 3.05128 8.49411 2.08792 -0.16 0.06 0.00 0.172
H 3.26749 9.80051 0.91177 0.16 -0.09 0.03 0.227
N 5.75882 -5.93374 -2.01565 0.02 0.06 -0.11 0.129
C 6.14511 -7.24057 -1.93486 -0.05 0.05 0.00 -0.335
C 6.06954 -7.78456 -3.19235 0.04 -0.06 0.07 -0.540
C 5.62420 -6.76151 -4.06762 -0.05 0.08 -0.09 -0.471
C 5.44416 -5.63121 -3.31141 -0.01 -0.05 0.09 -0.428
H 5.71321 -5.29094 -1.23895 0.04 -0.07 0.15 0.240
H 6.43878 -7.67138 -0.99271 0.00 -0.01 -0.02 0.367
H 6.30852 -8.80217 -3.45397 0.00 0.02 0.00 0.379
H 5.45623 -6.84399 -5.12910 0.01 0.00 0.01 0.381
H 5.11947 -4.64081 -3.58444 0.02 -0.01 -0.04 0.342
Cl -3.79364 -10.20700 -2.15194 0.06 -0.04 -0.02 -0.141
C -2.24007 -10.48037 -1.32042 0.06 -0.07 0.11 -0.476
C -1.36321 -9.25174 -1.32969 0.04 -0.02 0.11 -0.429
Cl -0.76004 -8.86663 -2.96187 0.11 -0.08 0.02 -0.184
H -1.74818 -11.32579 -1.79570 -0.01 0.07 -0.08 0.343
H -2.47617 -10.75502 -0.29323 0.00 0.07 0.00 0.294
H -0.48957 -9.41852 -0.70113 -0.01 -0.06 -0.03 0.352
H -1.89371 -8.37944 -0.95222 -0.05 -0.03 -0.07 0.263
F 4.38945 7.61186 0.19323 0.65 0.36 -0.05 -0.831

no.,gap between HOMO and LUMO (eV)
1,7.68
2,3.12